# 1
16
Properties=species:S:1:pos:R:3:lowdin_charge:R:1 method="wB97M-V/def2-TZVPD" gap_ev=10.4908 e_tot_ev=-12827.530 de_lowest_ev=0.0000 smiles="C/C(=N/C(N)=O)C(N)=O"
C 1.88757 -0.54766 -0.99901 -0.021
C 0.71997 -0.11746 -0.16965 -0.237
N 0.81338 0.73284 0.79212 0.186
C -0.43813 1.10268 1.30326 -0.647
N -0.66473 0.58001 2.53004 0.182
O -1.20173 1.85912 0.73236 0.059
C -0.66356 -0.71602 -0.61832 -0.498
N -1.19673 -0.15086 -1.73805 0.181
O -1.12960 -1.67623 -0.03019 0.072
H 1.68753 -1.50763 -1.48095 0.087
H 2.77532 -0.64173 -0.36835 0.087
H 2.06806 0.20803 -1.76881 0.092
H 0.01481 -0.04991 2.92574 0.107
H -1.60987 0.59564 2.88425 0.117
H -2.11982 -0.46751 -2.00648 0.117
H -0.94247 0.79667 -1.98795 0.115


# 2
11
Properties=species:S:1:pos:R:3:lowdin_charge:R:1 method="wB97M-V/def2-TZVPD" gap_ev=9.6783 e_tot_ev=-14958.376 de_lowest_ev=1.2256 charge=+1
C 0.54754 -0.49745 -0.57630 -0.489
N -0.62812 1.24412 0.79693 0.094
N -0.48935 -0.96998 -1.22161 0.140
S 1.25779 -1.43324 0.75152 0.836
H 1.14539 0.22442 -1.11349 0.109
H -0.53501 2.14001 0.44893 0.032
H -0.13022 1.17097 1.67278 0.049
H -0.73466 -0.54670 -2.05775 0.118
H -1.43633 0.73318 0.82356 0.017
H -1.05031 -1.68501 -0.90068 0.106
H 2.05329 -0.38031 1.37610 -0.012


# 3
18
Properties=species:S:1:pos:R:3:lowdin_charge:R:1 method="wB97M-V/def2-TZVPD" gap_ev=9.8433 e_tot_ev=-16213.545 de_lowest_ev=1.2303 smiles="C=CC.CCS"
C -0.48038 1.81661 0.85155 -0.029
C -1.37714 2.32594 0.01021 -0.241
C -2.84658 1.94395 -0.04471 -0.116
H 0.56924 2.07071 0.75431 0.042
H -0.76052 1.36700 1.79888 0.058
H -1.12388 3.13667 -0.66800 0.090
H -3.50522 2.74769 0.27897 0.068
H -2.99776 0.94808 0.36263 0.068
H -3.09073 1.87656 -1.11176 0.066
C 1.34793 -2.63414 0.46380 -0.175
C 1.49692 -1.76708 -0.78053 -0.650
S 2.69655 -0.43861 -0.72986 0.663
H 1.92700 -3.55934 0.43004 0.067
H 1.62761 -2.10409 1.37725 0.061
H 0.30131 -2.91295 0.55229 0.062
H 0.55844 -1.25098 -0.98694 0.054
H 1.84299 -2.40581 -1.59415 0.058
H 3.81422 -1.16023 -0.96399 -0.146